1.
The following is a DFT calculation (the ωB97M-V functional and the def2-TZVPD basis) of a cluster of 2 separate species, C12H31B3N2O4 in total.

The SMILES is CCCOCB1OBOB(CCN)O1.CCN(CC)CC. As for the highest occupied orbital energy: -7.98 eV. The frontier orbital gap is 8.504 eV.

Structure (ORCA input):
```
! wB97M-V def2-TZVPD RIJCOSX def2/J DEFGRID3
* xyz 0 1
C -3.0311 -5.3308 -2.8503
C -2.2135 -5.2672 -1.4303
C -2.7923 -4.1828 -0.3436
O -2.5205 -2.7714 -0.6688
C -2.8131 -2.0299 0.6027
B -1.4616 -1.5539 1.4104
O -0.8018 -0.2312 1.3150
B 0.3225 -0.2428 2.3120
O 1.3791 -1.3126 2.2316
B 0.5976 -2.5346 1.9296
C 1.1373 -3.8585 1.1155
C 1.1629 -3.4174 -0.4973
N 2.0122 -2.1564 -0.7161
O -0.8350 -2.5218 2.3777
H -3.2650 -4.2909 -3.3372
H -4.0409 -5.9166 -2.6800
H -2.3895 -5.9815 -3.6156
H -2.3309 -6.3421 -0.9245
H -1.0449 -5.1574 -1.6411
H -3.9558 -4.3152 -0.1988
H -2.2143 -4.3993 0.6779
H -3.4677 -1.0687 0.3658
H -3.4266 -2.7202 1.3585
H 0.4323 0.5288 3.1960
H 2.2407 -4.1553 1.3856
H 0.4073 -4.7635 1.3215
H 0.0645 -3.1176 -0.7677
H 1.4743 -4.2945 -1.2064
H 1.8537 -1.7839 -1.6872
H 3.0234 -2.4359 -0.5873
C 0.5567 6.4761 1.3871
C 0.5613 4.9639 1.1768
N 0.4732 4.5648 -0.2306
C 0.1720 3.1420 -0.4139
C 1.2068 2.1341 0.0744
C 1.4956 5.1082 -1.1265
C 2.9564 4.8288 -0.7871
H -0.3101 6.9403 0.9049
H 0.5047 6.7013 2.4578
H 1.4661 6.9453 0.9985
H -0.3102 4.5684 1.7115
H 1.4458 4.5395 1.6635
H -0.0378 2.9473 -1.4734
H -0.7733 2.9268 0.0998
H 2.0787 2.0990 -0.5843
H 0.7712 1.1302 0.0743
H 1.5455 2.3416 1.0939
H 1.3639 6.1956 -1.1767
H 1.3020 4.7693 -2.1522
H 3.1836 5.0004 0.2683
H 3.6013 5.4954 -1.3697
H 3.2433 3.8068 -1.0439
*
```

Results of the Löwdin charge analysis, in e, for atoms 1 through 4:
1 C -0.15
2 C -0.22
3 C -0.23
4 O -0.21

---

2.
The following is a DFT calculation (the ωB97M-V functional and the def2-TZVPD basis) of a cluster of 5 separate species, C12H32BF4N4O4 in total.

As for the highest occupied orbital energy: -18.53 eV. As for the relative energy (zero: lowest compared OMol25 entry of this formula, charge and spin): 55.44 kcal/mol. The frontier orbital gap is 10.399 eV.

Structure (ORCA input):
```
! wB97M-V def2-TZVPD RIJCOSX def2/J DEFGRID3
* xyz 3 1
C -4.7251 -1.1763 4.4807
C -3.2400 -1.4109 4.1694
O -2.7088 -2.4051 3.7094
N -2.3702 -0.1629 4.5112
H -2.9777 0.6251 4.6847
H -1.8896 -0.2655 5.3936
C -1.3034 0.0984 3.3773
H -5.4028 -1.8395 3.9431
H -5.1020 -0.2415 4.0657
H -4.9603 -1.3045 5.5373
H -0.7253 1.0076 3.5423
H -1.7856 0.1240 2.4001
H -0.5361 -0.6722 3.4515
C 0.2239 4.2135 -2.0113
C -0.0387 3.2987 -3.2470
O -0.8528 3.6355 -4.1165
N 0.7825 1.9588 -3.2103
H 1.7665 2.1858 -3.2277
H 0.5403 1.5997 -2.2979
C 0.3583 0.9967 -4.3601
H -0.3857 3.8132 -1.2012
H -0.2190 5.1978 -2.1638
H 1.2847 4.3365 -1.7927
H 1.0059 1.3330 -5.1698
H -0.6971 1.0727 -4.6217
H 0.7281 0.0218 -4.0423
C 4.0173 1.9804 1.3695
C 4.3406 0.6620 0.7228
O 5.4812 0.5546 0.2239
N 3.4931 -0.5886 0.8762
H 4.0074 -1.1972 1.4969
H 2.6414 -0.5106 1.4134
C 3.2296 -1.3632 -0.4693
H 4.6549 2.8203 1.0940
H 4.3069 1.8953 2.4169
H 2.9641 2.1262 1.1294
H 4.0801 -1.9814 -0.7564
H 2.9830 -0.7242 -1.3172
H 2.3163 -1.9423 -0.3328
C -1.4387 -3.4483 -3.0805
C -0.8384 -2.3433 -2.2635
O 0.2356 -1.8561 -2.4976
N -1.6869 -1.8252 -1.0695
H -1.5803 -0.8214 -1.0374
H -2.6353 -2.0912 -1.2929
C -1.0205 -2.4308 0.1553
H -0.7366 -3.7842 -3.8436
H -2.3682 -3.1180 -3.5441
H -1.6830 -4.2344 -2.3660
H -0.0065 -2.0484 0.2725
H -1.0926 -3.5184 0.1649
H -1.4571 -1.9892 1.0511
B 0.2257 1.1389 -0.0395
F 0.8235 0.0015 0.3901
F -0.6638 1.6100 0.9124
F 1.1741 2.0976 -0.4337
F -0.5367 0.8893 -1.1489
*
```

Results of the Löwdin charge analysis, in e, for atoms 1 through 4:
1 C 0.04
2 C -0.31
3 O 0.15
4 N 0.12

---

3.
The following is a DFT calculation (the ωB97M-V functional and the def2-TZVPD basis) of a cluster of 2 separate species, C12H32BN2O4 in total.

As for the highest occupied orbital energy: -11.45 eV. The frontier orbital gap is 8.637 eV.

Structure (ORCA input):
```
! wB97M-V def2-TZVPD RIJCOSX def2/J DEFGRID3
* xyz 1 1
C 1.7035 4.7183 -1.7871
C 0.7928 3.4221 -2.2713
C -0.3572 3.1289 -1.0934
O -0.0215 1.9321 -0.3067
C -0.4442 2.0455 1.0979
B 0.7908 1.6510 2.1559
O 2.0995 1.1152 1.6662
N 0.6712 1.8298 3.6792
C 2.0096 2.2974 4.2069
C 1.9955 2.8343 5.7578
H 0.9618 5.6433 -1.7209
H 2.1834 4.4886 -0.7348
H 2.5097 4.9026 -2.6273
H 1.5413 2.5116 -2.4010
H 0.2919 3.6759 -3.2987
H -0.4609 4.1181 -0.4769
H -1.3703 2.9159 -1.6597
H -0.8852 3.0919 1.3990
H -1.3162 1.2489 1.2709
H 2.3183 1.4786 0.7566
H -0.1124 2.4735 3.9254
H 2.7550 1.3679 4.1814
H 2.5018 3.1221 3.5106
H 3.0218 3.4224 5.9161
H 2.0017 1.9322 6.5055
H 1.1070 3.5531 6.0233
C 0.5536 -5.1897 0.3342
O 0.8281 -5.3147 -1.0490
C -0.2062 -4.9099 -1.9374
C -0.1644 -3.4039 -2.2095
N -0.6155 -2.5876 -1.0322
C -2.0467 -2.7031 -0.5900
C -3.0368 -2.1768 -1.6345
O -3.0341 -0.7561 -1.7168
C -2.0103 -0.1706 -2.5053
H 1.0502 -6.0087 0.8686
H 0.9905 -4.2573 0.7042
H -0.5188 -5.2185 0.5617
H -1.1874 -5.2614 -1.6004
H -0.0069 -5.4195 -2.8877
H -0.7895 -3.1317 -3.0631
H 0.8632 -3.0825 -2.4059
H -0.4096 -1.6010 -1.2171
H -0.0033 -2.8028 -0.2371
H -2.1139 -2.1133 0.3300
H -2.2365 -3.7521 -0.3520
H -4.0422 -2.4577 -1.2980
H -2.9058 -2.6333 -2.6206
H -1.6572 -0.8382 -3.2958
H -1.1824 0.1245 -1.8555
H -2.4068 0.7449 -2.9654
*
```

Results of the Löwdin charge analysis, in e, for atoms 1 through 4:
1 C -0.15
2 C -0.22
3 C -0.21
4 O -0.26

---

4.
The following is a DFT calculation (the ωB97M-V functional and the def2-TZVPD basis) of a cluster of 7 separate species, C12H32Cl12NO2P3 in total.

The SMILES is CC(C)[C@@H](C)CO[PH2]([PH2]=N)[PH2]=O.ClCCl.ClCCl.ClCCl.ClCCl.ClCCl.ClCCl. As for the highest occupied orbital energy: -8.30 eV. The frontier orbital gap is 8.266 eV.

Structure (ORCA input):
```
! wB97M-V def2-TZVPD RIJCOSX def2/J DEFGRID3
* xyz 0 1
C -3.1340 0.4374 -2.2458
C -3.5255 -0.9918 -1.5114
C -4.5148 -0.7657 -0.1859
C -2.2493 -1.9757 -1.2184
C -1.3575 -2.3038 -2.5889
C -1.2615 -1.5003 -0.0012
O -1.4083 -0.0985 0.4174
P 0.0633 0.5634 1.0689
P 0.3070 2.0106 -0.5661
N 0.1357 3.5552 -0.0081
P 0.0509 -0.7295 2.8313
O 1.0961 -0.1876 3.9327
H -2.4427 0.2314 -3.1707
H -2.7361 1.2579 -1.5088
H -4.1636 0.8629 -2.6743
H -4.2150 -1.5687 -2.2975
H -5.5358 -0.2570 -0.5334
H -4.8223 -1.8623 0.1496
H -4.0106 -0.1357 0.6615
H -2.7079 -3.0313 -0.9031
H -0.4853 -3.0389 -2.2425
H -0.9187 -1.3452 -3.0966
H -2.0641 -2.9449 -3.2740
H -1.3687 -2.2906 0.8597
H -0.1422 -1.6101 -0.3988
H 1.3151 -0.0283 0.6704
H 0.1320 1.7025 1.9910
H 1.6559 1.9398 -1.1011
H -0.6137 1.7523 -1.6466
H 1.0614 4.0523 -0.1753
H -1.2823 -0.8126 3.4125
H 0.5083 -2.0891 2.5175
Cl -3.9146 -2.3680 4.4762
C -2.8461 -3.0409 5.7134
Cl -1.1975 -3.2200 5.1009
H -2.8342 -2.3704 6.5761
H -3.2227 -4.0217 6.0135
Cl 0.5173 2.6431 7.2345
C 1.6081 2.1375 5.9385
Cl 2.2451 3.5344 5.0622
H 2.4413 1.5794 6.3723
H 1.0601 1.4995 5.2409
Cl 0.3642 -4.6264 -6.3161
C -0.1657 -2.9531 -6.5267
Cl 0.5636 -1.8972 -5.3109
H 0.1302 -2.6087 -7.5206
H -1.2532 -2.9095 -6.4297
Cl 2.7827 0.4430 -3.6482
C 3.8735 -0.0626 -4.9442
Cl 4.5105 1.3343 -5.8205
H 4.7067 -0.6207 -4.5104
H 3.3255 -0.7006 -5.6418
Cl 0.2941 6.6427 5.6524
C -0.5316 5.9712 7.0640
Cl -2.2077 6.5273 7.1446
H -0.5214 4.8807 6.9966
H -0.0070 6.2900 7.9679
Cl 9.1172 -0.5590 -5.5702
C 7.7614 -0.0369 -4.5632
Cl 6.6918 -1.3923 -4.1841
H 8.1505 0.3807 -3.6314
H 7.1925 0.7260 -5.1002
*
```

Results of the Löwdin charge analysis, in e, for atoms 1 through 4:
1 C -0.11
2 C -0.35
3 C -0.10
4 C -0.29